This record from OMol25 describes one molecule with the formula C18H22N4O4S at a distorted geometry. The level of theory is ωB97M-V with the def2-TZVPD basis set.

Computed properties:
E_tot: -44008.85517 eV
LUMO level: 0.022 Eh
ΔE to the lowest compared entry with this formula, charge and spin: 181.5 kJ/mol
SMILES: Cc1nnc(SCC(=O)Nc2ccc3c(c2)OCCO3)n1C[C@@H]1CCCO1

```
49
Properties=species:S:1:pos:R:3:forces:R:3
S -3.157312 1.737393 0.618127 -0.17 0.27 0.15
O -0.058120 3.039269 1.138076 0.17 0.08 0.34
O 4.136319 0.776733 1.069142 -0.29 0.26 -0.15
O 4.511855 -1.147454 -1.007392 -0.32 -0.11 -0.11
O -1.178817 -2.759754 1.137118 -0.39 -0.06 0.03
N -2.285994 -0.637033 -2.269827 0.18 -0.90 -0.63
N -2.955879 -0.879897 -0.200181 0.20 0.52 -0.65
N -2.407280 0.591737 -1.734694 -0.42 0.66 0.49
N -0.137414 1.890242 -0.838849 0.00 0.08 -0.39
C 1.056990 1.161318 -0.830501 0.34 -0.12 0.22
C -0.643535 2.677359 0.141615 -0.33 0.13 -0.36
C -2.672663 -2.977739 -1.576220 0.00 -0.13 0.09
C -3.248494 -1.463057 1.078672 0.31 -0.47 0.57
C -1.065423 -0.649877 2.220726 0.08 -0.23 -0.13
C 1.211811 0.175484 -1.806640 0.02 0.06 -0.01
C -1.974488 -1.836515 1.869730 -0.30 0.22 0.23
C 2.362185 -0.582873 -1.847191 0.16 0.09 0.20
C 5.097533 -0.251006 1.149149 0.32 -0.42 -0.26
C -2.103867 3.043964 -0.107408 -0.04 -0.37 0.12
C 5.582029 -0.631236 -0.249319 0.17 0.26 0.45
C -2.618403 -1.516050 -1.370350 0.03 -0.03 0.10
C 3.371124 -0.386779 -0.912094 0.03 0.09 0.07
C 0.332789 -1.251553 2.108092 -0.13 -0.19 -0.09
C 3.200207 0.574089 0.087902 -0.05 -0.21 -0.17
C -2.810495 0.444377 -0.499475 -0.07 0.09 -0.15
C 0.129746 -2.236578 0.962060 0.47 0.20 -0.09
C 2.051579 1.354704 0.117480 0.14 0.02 0.04
H -2.085230 -3.487895 -0.815810 -0.03 -0.07 -0.05
H -1.172854 0.148986 1.489235 0.01 0.03 0.03
H -2.360648 3.947201 0.443167 0.07 -0.05 -0.06
H -1.284653 -0.246306 3.205523 -0.05 0.08 0.02
H 0.595158 -1.784877 3.022474 0.06 -0.02 0.02
H 2.503978 -1.339368 -2.601727 0.02 -0.10 -0.12
H -3.832652 -0.748879 1.663854 -0.05 -0.15 -0.03
H -0.782540 1.617062 -1.582072 0.04 0.16 0.32
H 4.660018 -1.136761 1.631132 0.06 0.10 -0.02
H -3.836658 -2.369651 0.916407 -0.05 0.14 0.04
H -3.704102 -3.325530 -1.514410 -0.05 -0.10 -0.03
H 5.996119 0.259712 -0.741458 -0.01 -0.10 0.03
H 0.824333 -3.077774 0.971522 0.01 0.06 -0.02
H 0.205569 -1.724266 -0.008083 0.01 -0.05 0.09
H 1.946730 2.097248 0.889982 -0.02 0.05 0.06
H -2.280653 -3.202934 -2.563037 -0.02 0.00 -0.05
H 0.427318 0.007671 -2.529502 -0.11 -0.03 -0.09
H 6.340486 -1.414204 -0.208404 -0.02 0.10 0.03
H -2.314749 -2.345740 2.783850 0.00 0.10 -0.10
H 1.093565 -0.507455 1.887612 0.05 0.01 0.02
H 5.913391 0.134615 1.762125 -0.04 -0.08 -0.05
H -2.358570 3.133252 -1.161214 0.02 0.09 0.01
```
Forces are in eV/Å.

In the natural (NBO) picture, each atom carries the following charge in e: S 0.273; O -0.612; O -0.494; O -0.486; O -0.549; N -0.296; N -0.379; N -0.367; N -0.625; C 0.142; C 0.663; C -0.673; C -0.231; C -0.431; C -0.253; C 0.096; C -0.227; C -0.096; C -0.597; C -0.096; C 0.356; C 0.185; C -0.433; C 0.291; C 0.181; C -0.070; C -0.302; H 0.257; H 0.212; H 0.258; H 0.227; H 0.202; H 0.229; H 0.225; H 0.440; H 0.176; H 0.222; H 0.222; H 0.179; H 0.192; H 0.177; H 0.266; H 0.248; H 0.232; H 0.201; H 0.181; H 0.234; H 0.202; H 0.248

***

This record from OMol25 describes a 2-piece molecular cluster, C18H23BCl2N overall at a distorted geometry. The level of theory is ωB97M-V with the def2-TZVPD basis set.

Computed properties:
E_tot: -46242.44420 eV
LUMO level: -0.177 Eh
net charge: +1
ΔE to the lowest compared entry with this formula, charge and spin: 0.0 kJ/mol

```
45
Properties=species:S:1:pos:R:3:forces:R:3
Cl 6.750791 2.182092 -2.131084 0.79 0.24 -0.31
Cl -5.876921 3.511095 -2.234783 -0.44 0.23 -0.27
N -0.548429 -3.296373 1.099383 -0.07 0.04 0.09
C -0.057743 -3.033400 -0.279572 -0.07 0.46 -0.35
C -0.975157 1.281686 0.436811 -0.49 0.17 0.73
C 5.253286 1.945937 -1.371036 -1.20 -0.25 0.90
C -2.191275 1.911453 -0.203246 -0.28 -0.58 -0.03
C -0.822923 -4.752252 1.292103 -0.50 -0.48 0.13
C 1.488141 1.184147 0.447547 -1.57 -0.06 -0.69
C -3.614910 2.049155 -2.163904 -0.06 -0.06 0.38
C 2.769258 1.423503 -0.155709 1.78 -0.30 -1.06
C 0.495050 -2.825329 2.046521 0.17 0.47 0.24
C -4.492670 2.884843 -1.457712 1.13 -0.26 0.72
C -3.129276 2.651533 0.526072 0.24 0.15 -0.01
C -4.256557 3.186565 -0.102762 0.12 -0.50 -0.45
C 2.843527 1.891575 -1.493642 0.55 0.17 0.32
C -2.495575 1.528008 -1.509060 -0.29 0.33 -0.28
C 5.208997 1.474746 -0.043574 -0.35 -0.03 -0.43
C 4.071551 2.191047 -2.088102 -0.23 -0.49 0.57
C 0.332448 1.323230 -0.249423 1.00 -0.28 0.36
C 3.976822 1.191118 0.549088 -0.60 0.38 -0.57
B -1.931157 -2.648148 1.382671 0.97 0.12 -0.55
H 6.129559 1.318098 0.513007 -0.12 0.00 -0.22
H 4.106904 2.590167 -3.099465 0.10 -0.16 0.21
H 0.092788 -5.338439 1.132137 -0.26 0.29 0.05
H -0.825888 -3.305416 -0.995927 0.01 -0.13 -0.06
H -2.597786 -2.567323 0.408033 -0.25 -0.03 0.34
H 0.671838 -1.765008 1.835104 0.04 -0.20 0.10
H 3.910934 0.790162 1.566852 0.19 0.26 -0.34
H -0.860247 1.622862 1.478389 -0.14 -0.30 -0.32
H 1.927535 2.040815 -2.076794 0.53 0.13 0.32
H -3.824813 1.787920 -3.199783 -0.03 0.05 0.27
H 0.132786 -2.925205 3.064499 0.06 -0.13 0.06
H -2.051210 -2.276324 2.492499 -0.38 -0.08 0.00
H 1.422196 -3.382048 1.899190 -0.16 -0.02 -0.01
H -1.153518 0.222652 0.396609 -0.73 -1.08 0.65
H -2.990752 2.765813 1.613335 0.02 0.26 -0.66
H -1.604343 -5.067202 0.588960 0.31 0.04 0.02
H -1.209140 -4.917314 2.305735 0.27 0.02 -0.13
H 0.136778 -1.958183 -0.359207 0.03 -0.19 -0.08
H 0.295229 1.254260 -1.345722 0.23 0.68 0.50
H -4.962358 3.802122 0.449057 0.10 -0.17 -0.13
H 0.866863 -3.582749 -0.464720 -0.13 -0.01 0.10
H 1.467133 0.873975 1.499588 -0.09 0.68 -0.13
H -1.877782 0.760135 -1.997948 -0.18 0.61 0.00
```
Forces are in eV/Å.

In the natural (NBO) picture, each atom carries the following charge in e: Cl 0.048; Cl 0.042; N -0.483; C -0.416; C -0.442; C -0.044; C -0.024; C -0.440; C -0.207; C -0.221; C -0.091; C -0.414; C -0.044; C -0.198; C -0.217; C -0.179; C -0.213; C -0.226; C -0.220; C -0.165; C -0.185; B 0.680; H 0.235; H 0.236; H 0.256; H 0.237; H -0.049; H 0.236; H 0.211; H 0.226; H 0.214; H 0.234; H 0.236; H -0.052; H 0.235; H 0.182; H 0.220; H 0.244; H 0.242; H 0.239; H 0.205; H 0.238; H 0.237; H 0.195; H 0.203

***

This record from OMol25 describes a 4-piece molecular cluster, C18H23BF9N2O12S2 overall at a distorted geometry. The level of theory is ωB97M-V with the def2-TZVPD basis set.

Computed properties:
E_tot: -93392.24413 eV
LUMO level: 0.069 Eh
net charge: -1

```
67
Properties=species:S:1:pos:R:3:forces:R:3
S 5.872674 -0.989247 1.129798 5.93 -0.39 1.60
S 4.112235 0.800885 2.455507 -3.32 -1.23 3.87
F -3.795605 -2.850629 1.891218 0.55 0.19 0.09
F -3.129887 4.651524 -2.671010 -0.06 -0.07 0.61
F -3.948464 -6.461907 -5.549359 -0.07 0.59 0.19
F -5.301548 -5.257795 -6.723647 0.35 0.39 0.59
F -3.691062 -0.692393 1.929879 0.47 -0.27 0.07
F -2.951798 -1.778631 0.216324 0.55 0.17 0.74
F -2.840524 6.456042 -1.521750 -0.13 -0.65 0.44
F -1.279879 4.964509 -1.595809 -0.51 -0.18 0.40
F -3.168697 -4.956797 -6.892529 -0.23 0.27 0.53
O -3.194476 -4.375482 -4.023646 -0.51 -0.23 -1.14
O 3.463935 -2.261317 0.100190 1.48 1.92 -0.12
O -5.005011 -3.277846 -4.807990 0.30 -0.86 -0.58
O 6.683591 -2.256531 1.420129 -3.03 2.27 -0.51
O -0.620720 -2.212015 1.653261 -1.17 0.14 -0.21
O -1.716979 -1.593013 3.527046 -0.78 -0.36 -1.16
O -3.238423 3.101988 -0.471394 0.39 1.06 -0.34
O 4.829887 -1.110956 -1.587766 -0.22 0.14 2.15
O -3.551838 4.993357 0.721490 0.37 0.11 -1.00
O 3.767634 1.270491 3.868884 1.89 -0.81 -3.46
O 6.867494 0.013795 0.561479 -3.31 -1.24 1.02
O 2.763559 0.440868 1.810660 3.79 0.84 -0.31
N 6.308535 4.647058 0.096530 -2.18 -3.05 1.61
N 5.174026 -0.523924 2.621425 -0.95 1.97 -2.91
C 6.162175 3.019257 2.234471 -2.30 -0.05 -3.38
C -3.011870 -1.800896 1.562964 -1.53 0.17 -0.68
C -3.201448 4.437818 -0.287563 -0.58 -1.25 1.42
C 6.713371 4.160347 1.363511 -0.71 -1.30 0.69
C -3.728215 2.328260 0.636193 -0.33 -0.48 0.51
C -0.488446 -1.684157 4.271927 0.87 0.19 0.54
C 4.928003 2.241635 1.637562 2.89 4.64 -3.00
C -1.634887 -1.890113 2.215191 1.77 -0.06 1.39
C 0.343989 -0.431792 4.086230 -0.12 0.12 -0.32
C -4.064745 -3.790830 -1.832010 -0.35 -0.19 -0.05
C 5.187104 3.995312 -0.476988 0.59 -2.05 3.35
C -4.205038 -4.173957 -4.893144 0.39 1.21 1.60
C -5.243766 2.323702 0.654937 -0.19 0.26 -0.15
C 4.507905 2.824299 0.250540 0.87 0.16 1.17
C -3.097305 -3.432804 -2.942260 0.05 0.42 0.75
C -4.159924 -5.211789 -6.011947 -0.06 -1.36 -1.35
C 4.167618 0.148523 -1.863699 -0.61 0.90 0.56
C -2.616899 5.128813 -1.517066 0.70 0.95 -1.57
B 4.629756 -1.480329 -0.191019 -2.61 -0.87 -2.60
H -0.237729 0.457134 4.346168 0.04 -0.11 0.14
H 3.379220 0.302356 -1.030570 1.04 0.20 -1.38
H 1.237020 -0.465510 4.713372 -0.04 0.01 -0.12
H -3.360434 1.310891 0.495479 0.12 0.25 -0.27
H 0.068393 -2.583790 3.995465 -0.19 0.12 -0.22
H 0.657303 -0.313474 3.047051 0.17 -0.07 0.15
H 3.608337 2.334106 -0.269995 1.55 0.88 1.00
H -5.100532 -3.719608 -2.172195 0.09 0.10 -0.02
H -5.639587 3.328502 0.818982 0.08 -0.07 0.10
H -0.766142 -1.788560 5.322789 -0.35 -0.01 -0.21
H -5.638485 1.978587 -0.304583 0.09 -0.11 0.10
H -3.313567 2.692978 1.579952 -0.03 0.18 -0.22
H 6.614480 2.707785 3.242001 -0.72 0.68 -1.85
H -3.935454 -3.124650 -0.977966 -0.04 -0.23 -0.30
H -3.254037 -2.411784 -3.300919 -0.12 -0.22 -0.15
H -3.907996 -4.821977 -1.503507 0.13 0.11 0.01
H 4.792906 4.300658 -1.510934 0.82 -0.37 1.86
H -5.617872 1.671184 1.446666 0.09 0.02 -0.06
H 7.630888 4.697403 1.813307 -1.66 -0.87 -0.91
H 3.609571 0.180168 -2.860993 0.88 -0.58 1.26
H 2.738128 -1.720917 0.486151 0.75 -0.44 0.14
H 4.912596 1.023678 -1.863592 -0.98 -1.39 0.19
H -2.073045 -3.488489 -2.568879 -0.05 -0.22 -0.28
```
Forces are in eV/Å.

In the natural (NBO) picture, each atom carries the following charge in e: S 1.839; S 2.093; F -0.311; F -0.311; F -0.309; F -0.306; F -0.316; F -0.313; F -0.305; F -0.306; F -0.309; O -0.477; O -0.952; O -0.534; O -0.929; O -0.518; O -0.483; O -0.478; O -0.760; O -0.533; O -0.942; O -0.941; O -0.980; N -0.429; N -1.031; C -0.196; C 0.902; C 0.688; C 0.005; C -0.081; C -0.081; C -0.255; C 0.681; C -0.644; C -0.646; C 0.003; C 0.687; C -0.638; C -0.238; C -0.080; C 0.898; C -0.262; C 0.898; B 0.985; H 0.205; H 0.173; H 0.245; H 0.203; H 0.201; H 0.247; H 0.233; H 0.216; H 0.220; H 0.190; H 0.213; H 0.203; H 0.257; H 0.237; H 0.199; H 0.213; H 0.213; H 0.224; H 0.200; H 0.186; H 0.532; H 0.198; H 0.206

***

This record from OMol25 describes C18H23Ba2MnN3O4 as an isolated structure at a distorted geometry. The level of theory is ωB97M-V with the def2-TZVPD basis set.

Computed properties:
E_tot: -64380.24315 eV
<S²>: 12.002
LUMO level (spin up / spin down): -0.405 / -0.410 Eh
net charge: +3
ΔE to the lowest compared entry with this formula, charge and spin: 0.0 kJ/mol
multiplicity: 7

```
51
Properties=species:S:1:pos:R:3:forces:R:3
Ba -25.720783 -1.389004 4.614432 -1.16 1.35 -0.68
Ba -24.505803 -3.029787 0.934957 -0.25 1.41 -2.14
Mn -25.769864 5.498600 0.111943 0.13 -0.18 -0.08
O -24.351261 3.968972 -0.590320 -1.94 -1.31 2.78
O -26.594264 3.742141 1.266311 2.88 -2.03 -1.59
O -25.502048 -0.735536 1.989049 0.41 -2.08 1.51
O -23.661930 -0.613266 -0.001557 0.69 -2.64 0.04
N -26.825762 -2.164558 -0.574759 -3.13 3.74 -1.72
N -25.893236 0.645225 -3.359217 -0.08 0.41 0.01
N -28.395913 -0.681902 3.775051 -3.34 0.18 2.57
C -23.862382 1.776162 -0.231819 0.24 -3.29 0.91
C -25.333990 0.369147 1.373639 -1.43 4.40 -0.12
C -26.177168 1.747930 -3.546163 -0.59 -0.55 0.69
C -32.572835 -2.045786 5.911903 0.84 1.33 -0.76
C -31.062513 -1.720747 5.639620 -0.76 -0.19 0.93
C -28.593132 -0.330314 -1.462725 -0.87 -0.67 2.09
C -27.587294 -1.348163 -1.027003 3.01 -3.09 1.52
C -26.630068 3.438769 -5.289421 1.20 -0.07 0.66
C -30.782733 -0.406999 4.820309 -0.77 -0.77 0.25
C -24.599591 2.866660 0.093016 0.01 1.94 -2.26
C -26.154328 1.572454 1.639339 1.82 -6.91 0.40
C -30.476087 -0.887393 0.426992 0.05 -0.72 -0.47
C -26.570530 3.155242 -3.721259 0.59 -1.28 -1.11
C -27.441194 2.396548 -6.158796 -0.74 1.63 1.37
C -25.815446 2.700551 1.015538 -1.70 6.50 -0.29
C -29.412869 0.062090 -0.134834 0.50 0.41 -0.06
C -24.175029 0.447862 0.299221 -1.15 3.76 0.33
C -29.483736 -0.542423 4.257240 4.73 -0.47 -2.87
H -30.765438 0.554395 5.333662 -0.22 -0.20 0.73
H -31.559352 -0.268367 4.068156 0.22 -0.17 -0.46
H -28.675918 0.272796 0.640161 0.17 -0.11 0.12
H -31.005665 -1.463345 -0.331919 -0.09 0.31 -0.34
H -28.457329 2.581577 -5.810486 -0.35 -0.86 0.33
H -33.111762 -2.281737 4.994307 0.33 -0.70 -0.08
H -27.098907 1.375291 -5.991531 -0.12 0.14 0.13
H -28.125214 0.558412 -1.886191 0.21 -0.36 -0.08
H -25.732516 3.649845 -3.230144 -0.03 0.70 -0.33
H -32.631856 -2.826597 6.670157 -0.31 0.21 -0.16
H -30.615929 -2.621824 5.219235 0.09 0.26 -0.78
H -29.872580 1.041163 -0.269673 -0.04 -0.07 -0.58
H -27.057054 1.512079 2.229120 0.07 0.02 0.16
H -31.243813 -0.348602 0.982329 0.16 0.10 0.02
H -29.310909 -0.785359 -2.145231 0.34 -0.03 -0.32
H -33.085761 -1.119297 6.170004 0.05 -0.10 0.86
H -26.860679 4.503522 -5.254450 -0.83 -0.12 -1.00
H -27.619104 2.544336 -7.223974 1.07 0.49 -0.05
H -25.572935 3.456398 -5.554495 0.06 -0.23 -0.33
H -30.524847 -1.650408 6.585164 -0.19 0.32 0.25
H -27.467651 3.403982 -3.154334 -0.19 -0.25 -0.22
H -23.085123 1.927456 -0.966238 0.09 -0.36 -0.01
H -30.083610 -1.680404 1.063541 0.33 0.16 0.24
```
Forces are in eV/Å.

In the Mulliken picture, each atom carries the following charge in e: Ba 1.779; Ba 1.832; Mn 0.433; O -0.738; O -0.808; O -0.828; O -0.735; N -0.376; N -0.561; N -0.416; C -0.757; C 0.488; C 0.212; C -1.241; C -0.504; C 0.326; C 0.042; C -0.684; C -0.334; C 0.789; C -1.149; C -1.177; C -0.143; C -1.081; C 1.130; C -0.117; C 0.629; C 0.166; H 0.356; H 0.359; H -0.299; H 0.358; H 0.292; H 0.363; H 0.301; H -0.263; H 0.201; H 0.345; H 0.375; H 0.484; H 0.316; H 0.310; H 0.395; H 0.351; H 0.386; H 0.373; H 0.344; H 0.327; H 0.414; H 0.448; H 0.290

***

Question: Among the records above, which one has the highest E_tot?
Answer: C18H22N4O4S

***

Question: Which formula does entry 2 have?
Answer: C18H23BCl2N

***

Question: What is the formula in the fourth record?
Answer: C18H23Ba2MnN3O4